Record 1
Density functional theory data (ωB97M-V with the def2-TZVPD basis set) for the ion C8H10NO with charge +1 at a distorted geometry.

Element x y z (Å)
C  2.286  -2.063  0.133
C  1.303  1.819  -1.711
C  1.515  -1.151  0.092
C  0.819  0.850  -1.177
C  -2.005  -1.315  0.257
C  -2.289  -0.048  -0.564
C  -0.940  -0.748  -0.646
C  1.034  1.444  1.464
N  0.268  0.007  -0.234
O  0.047  0.500  1.047
H  2.729  -2.936  0.512
H  1.823  2.605  -2.181
H  -1.919  -1.362  1.372
H  -2.420  -2.318  -0.219
H  -2.957  0.152  -1.339
H  -2.467  0.887  -0.003
H  -0.615  -1.113  -1.638
H  0.874  1.292  2.474
H  0.906  2.441  1.182
H  2.008  1.054  1.179

The gap between HOMO and LUMO (alpha / beta) is 0.3012 / 0.2255 hartree. Its net charge is +1. Its spin multiplicity is 3. The value obtained for the molar mass is 136.174 g mol⁻¹. The value obtained for the highest occupied orbital energy (alpha / beta) is -11.4 / -14.8 eV. The value obtained for the maximum force is 6.48 eV/A. As for the lowest unoccupied orbital energy (alpha / beta): -3.21 / -8.63 eV. As for the expectation value of S²: 2.009.

---

Record 2
Density functional theory data (ωB97M-V with the def2-TZVPD basis set) for a cluster of 2 separate species, C8H10NS in total at a distorted geometry.

Element x y z (Å)
C  2.050  1.512  1.457
C  2.141  0.155  1.155
C  1.109  2.262  0.810
C  1.072  -0.468  0.476
C  0.165  1.642  0.093
C  -1.241  -2.709  -0.404
C  -1.326  -1.602  -1.189
C  -1.730  -0.315  -0.656
N  0.156  0.369  -0.043
S  -2.421  0.848  -1.690
H  2.736  1.818  2.149
H  3.009  -0.461  1.402
H  0.941  3.394  1.020
H  0.952  -1.454  0.460
H  -0.553  2.274  -0.389
H  -0.562  -3.446  -0.718
H  -1.601  -2.696  0.598
H  -0.916  -1.481  -2.137
H  -2.140  -0.164  0.396
H  -1.842  0.521  -2.788

The gap between HOMO and LUMO (alpha / beta) is 0.2703 / 0.1647 hartree. Its net charge is +1. Its spin multiplicity is 3. The value obtained for the molar mass is 152.242 g mol⁻¹. The value obtained for the highest occupied orbital energy (alpha / beta) is -10.5 / -13.1 eV. The value obtained for the maximum force is 6.19 eV/A. As for the lowest unoccupied orbital energy (alpha / beta): -3.18 / -8.59 eV. As for the expectation value of S²: 2.023.

---

Record 3
Density functional theory data (ωB97M-V with the def2-TZVPD basis set) for an isolated molecule of C8H10O.

Element x y z (Å)
C  0.406  0.173  2.951
C  0.073  -0.477  1.847
C  -1.024  0.002  0.971
O  -1.935  0.693  1.362
C  -0.840  -0.393  -0.463
C  -1.523  -1.360  -1.051
C  0.185  0.448  -1.132
C  -0.095  1.694  -1.488
C  1.527  -0.188  -1.327
H  1.214  -0.142  3.592
H  -0.138  1.058  3.241
H  0.602  -1.358  1.518
H  -1.361  -1.616  -2.088
H  -2.264  -1.933  -0.521
H  -1.068  2.123  -1.322
H  0.637  2.322  -1.967
H  2.202  0.498  -1.841
H  1.964  -0.444  -0.373
H  1.437  -1.101  -1.909

The gap between HOMO and LUMO is 0.3596 hartree. The value obtained for the molar mass is 122.167 g mol⁻¹. The value obtained for the highest occupied orbital energy is -9.5 eV. The value obtained for the maximum force is 0.52 eV/A. As for the lowest unoccupied orbital energy: 0.33 eV.

---

Record 4
Density functional theory data (ωB97M-V with the def2-TZVPD basis set) for a structure of composition C8H10O at a distorted geometry.

Element x y z (Å)
C  0.136  -2.237  -1.074
C  -0.833  -2.338  -0.155
C  1.190  0.226  -0.383
C  0.127  -0.739  -1.129
C  0.427  0.824  0.810
C  -0.739  -0.017  1.132
C  -0.940  -0.845  -0.066
C  -0.053  2.259  0.377
O  -1.869  0.081  0.290
H  0.811  -2.848  -1.666
H  -1.364  -3.099  0.453
H  2.077  -0.508  -0.083
H  1.682  1.081  -0.892
H  -0.381  -0.446  -2.120
H  1.234  1.010  1.646
H  -1.092  -0.483  2.154
H  -0.283  2.319  -0.632
H  0.769  3.094  0.556
H  -0.900  2.667  0.782

The gap between HOMO and LUMO is 0.3672 hartree. The value obtained for the molar mass is 122.167 g mol⁻¹. The value obtained for the highest occupied orbital energy is -9.0 eV. The value obtained for the maximum force is 4.31 eV/A. As for the lowest unoccupied orbital energy: 1.04 eV.